C12H14Be2Br6CaClF9KN2O10PS2 | ωB97M-V/def2-TZVPD

```
61
Properties=species:S:1:pos:R:3:forces:R:3
O 0.28299 -3.00980 2.32528 -1.201 1.376 -0.017
S 1.24769 -1.88977 2.38233 3.171 -2.037 -0.251
O 2.39676 -2.29273 3.09368 -0.015 0.637 0.505
F 0.66251 -0.67099 3.16066 -0.585 -0.525 -1.162
N 1.54793 -1.44068 0.84915 -0.538 1.550 0.872
S 2.21990 -2.79503 -0.07229 -0.170 -1.569 0.051
C 2.38533 -0.20187 0.75874 -1.051 1.300 -0.016
C 1.58203 0.96853 0.12072 1.095 -0.463 0.383
O 0.28416 1.14500 0.67469 -0.280 -0.170 -0.545
C -0.69560 0.65986 -0.21719 -0.196 -0.503 0.304
C -2.04188 1.39738 -0.01055 0.850 1.493 -0.035
F -1.70735 2.69475 0.11773 -0.081 0.131 0.343
F -2.82595 1.32461 -1.08434 -0.310 -0.890 0.139
C -2.81098 1.00391 1.28885 0.750 -0.434 0.170
F -4.03429 1.67070 1.47722 0.437 -0.958 0.092
F -2.05715 1.35511 2.34524 -0.153 0.069 0.051
C -3.09370 -0.53289 1.42776 -1.840 0.176 0.015
F -4.21112 -0.65679 2.16842 0.145 -0.132 0.207
F -2.10036 -1.14428 2.18509 0.082 -0.153 -0.903
C -3.37447 -1.28338 0.09106 0.705 -0.360 -1.175
F -4.49525 -0.92063 -0.44428 -0.497 0.347 0.476
F -3.48940 -2.65955 0.43602 0.593 -0.018 0.671
H 2.90094 -2.14292 -1.14783 -0.527 0.562 -1.312
H 3.23844 -0.37341 0.10161 0.039 -0.258 0.297
H 2.71030 0.13691 1.74722 0.166 -0.381 -0.035
H 2.16946 1.86887 0.34650 -0.457 -0.223 -0.239
H 1.57555 0.78805 -0.95907 -0.255 0.246 0.038
H -0.43705 0.84857 -1.26597 -0.115 -0.027 0.078
H -0.76287 -0.42731 -0.06863 -0.216 0.062 -0.310
H -2.58613 -1.23127 -0.67105 -0.015 -0.080 0.145
Ca -1.65760 -3.62983 1.66888 -0.279 -0.175 -0.615
C 3.87310 4.74240 -1.08591 -0.394 -0.269 -0.517
Br 4.62610 6.05773 0.14234 -2.192 0.252 -4.888
Br 4.33906 2.94719 -0.57245 0.393 0.392 -0.029
Br 1.98081 4.96052 -1.29473 0.197 0.047 0.146
H 4.33057 4.93258 -2.04849 0.090 0.052 0.063
O -3.33910 -2.45064 -3.19439 0.251 0.461 0.356
P -4.64698 -2.08439 -3.88862 -0.974 -1.069 -0.050
O -4.66956 -2.60477 -5.31773 0.718 0.271 -0.573
O -4.81254 -0.56944 -3.94436 0.312 0.148 0.216
O -5.81044 -2.68454 -3.10390 0.040 0.372 0.950
K 5.57529 5.86509 2.32775 2.328 -0.288 5.029
C 3.19839 -1.95998 -3.82604 0.159 -0.887 -1.357
O 3.60997 -1.39575 -4.83901 0.067 0.752 0.796
O 2.88343 -3.30186 -4.04340 0.123 0.540 0.488
O 3.01480 -1.52083 -2.65557 0.019 0.290 1.714
H 3.11977 -3.32115 -4.98442 -0.192 -0.620 0.027
Be -4.31072 2.80974 3.01103 1.400 3.056 -2.735
Cl -3.91633 4.36600 1.25579 -0.772 -1.251 2.632
Be -3.57358 4.10551 4.79108 -0.778 -1.118 -0.810
C -5.97702 2.85724 7.91808 -0.466 -0.111 0.744
Br -5.59347 2.40612 6.04323 0.291 0.346 0.118
Br -7.85811 3.04813 8.21267 0.202 -0.054 -0.138
Br -5.17072 1.58975 9.10946 -0.029 0.076 -0.214
H -5.51764 3.81800 8.10315 0.055 -0.003 -0.178
C 7.09181 -3.24626 -4.43777 -0.032 0.008 -0.085
C 6.73354 -4.08110 -5.58338 0.049 0.176 0.234
N 6.45292 -4.73818 -6.47900 -0.041 -0.103 -0.112
H 8.17430 -3.15555 -4.36856 0.006 -0.021 -0.020
H 6.65526 -2.25487 -4.55110 -0.061 -0.025 -0.029
H 6.71422 -3.69581 -3.52142 -0.022 -0.015 -0.008
```
Positions in Å, forces in eV/Å.

## Properties
energy above the lowest of the compared OMol25 structures with the same formula, charge and spin	0.0	kcal per mole
charge	+2
E	-559858.7663	eV
HOMO-LUMO gap	2.069	eV

The net atomic charges from Löwdin, expressed in e, are: -0.536, 0.564, -0.193, -0.089, -0.592, 0.835, -0.193, -0.196, -0.113, -0.076, -0.439, 0.101, 0.193, -0.279, -0.004, 0.133, -0.311, 0.159, 0.039, -0.277, 0.223, -0.042, -0.073, 0.114, 0.120, 0.040, 0.137, 0.169, 0.117, 0.166, 1.775, -1.523, 0.536, 0.705, 0.675, -0.004, -0.219, -0.138, -0.172, -0.136, -0.260, 0.744, -0.793, 0.006, 0.033, -0.128, 0.100, 0.354, -0.071, 0.682, -1.607, 0.455, 0.668, 0.640, -0.026, -0.073, -0.284, 0.130, 0.077, 0.077, 0.077